Record 1
Computed, not measured: 2 unconnected molecules or ions with the total composition C7H10FN in a non-equilibrium geometry, with wB97M-V/def2-TZVPD.

Structure (ORCA input):
```
! wB97M-V def2-TZVPD RIJCOSX def2/J DEFGRID3
* xyz 0 1
F 0.094 -2.031 0.411
N -2.443 0.523 -1.102
C 2.466 -0.342 0.059
C 3.238 0.610 0.557
C -2.443 -0.368 1.292
C 0.048 -0.989 -0.464
C 1.212 -0.086 -0.661
C 0.728 -1.042 -1.760
C -2.083 -0.035 -0.082
H 2.998 1.655 0.437
H 4.141 0.388 1.099
H 2.724 -1.384 0.205
H 0.988 0.961 -0.817
H -2.223 0.494 1.924
H -1.872 -1.217 1.656
H 1.337 -1.908 -1.983
H -3.336 1.000 -1.203
H -3.511 -0.589 1.354
H 0.237 -0.603 -2.615
*
```

For the highest occupied orbital energy (alpha / beta), the calculation gives -7.593 / -7.593 eV. The gap between HOMO and LUMO (alpha / beta) is 8.3 / 8.3 eV. The LUMO energy (alpha / beta) is 0.73 / 0.73 eV. For the molar mass, the calculation gives 127.162 g/mol. As for the total energy: -427.17021 Ha.

Record 2
Computed, not measured: a molecular structure, C7H10FNRu in a non-equilibrium geometry, with wB97M-V/def2-TZVPD.

Structure (ORCA input):
```
! wB97M-V def2-TZVPD RIJCOSX def2/J DEFGRID3
* xyz -1 6
Ru -0.093 -0.062 0.492
F 0.114 -0.155 2.460
N -1.574 -1.236 0.230
C -0.436 0.927 -1.341
C -1.138 1.752 -0.374
C 1.032 -1.575 0.068
C 0.977 1.078 -1.084
C -0.317 -2.231 0.171
C -0.163 2.335 0.497
C 1.137 1.923 0.062
H -2.214 1.886 -0.326
H -2.195 -1.549 0.987
H -0.373 -2.966 0.995
H -0.883 0.385 -2.167
H 2.085 2.212 0.507
H 1.703 -1.917 0.857
H -0.374 2.988 1.338
H -0.491 -2.790 -0.768
H 1.775 0.617 -1.661
H 1.428 -1.624 -0.943
*
```

For the highest occupied orbital energy (alpha / beta), the calculation gives -0.048 / -4.132 eV. The gap between HOMO and LUMO (alpha / beta) is 4.4 / 8.1 eV. The LUMO energy (alpha / beta) is 4.30 / 3.95 eV. For the molar mass, the calculation gives 228.232 g/mol. As for the total energy: -522.01105 Ha.

Record 3
Computed, not measured: a gas-phase ion, C7H10FO3 (charge -1) in a non-equilibrium geometry, with wB97M-V/def2-TZVPD.

Structure (ORCA input):
```
! wB97M-V def2-TZVPD RIJCOSX def2/J DEFGRID3
* xyz -1 1
F -1.200 1.106 -1.444
O 1.205 0.105 1.408
O 2.915 -0.051 -0.319
O 1.330 1.961 -0.132
C -1.163 -0.593 0.101
C 1.750 -0.347 0.011
C -1.576 1.797 0.838
C -0.317 -1.614 -0.720
C 1.132 -1.749 -0.291
C -0.873 0.792 -0.103
C 0.741 0.737 0.088
H -0.933 -0.792 1.147
H -0.354 -1.308 -1.821
H 1.360 -2.544 0.442
H 1.675 -2.077 -1.251
H 2.371 1.691 -0.278
H -2.206 -0.847 -0.088
H -1.314 1.621 1.977
H -0.813 -2.504 -0.885
H -2.684 1.881 0.722
H -1.046 2.735 0.599
*
```

For the highest occupied orbital energy, the calculation gives -3.850 eV. The gap between HOMO and LUMO is 7.7 eV. The LUMO energy is 3.85 eV. For the molar mass, the calculation gives 161.152 g/mol. As for the total energy: -598.29847 Ha.

Record 4
Computed, not measured: a single C7H10IO2P molecule in a non-equilibrium geometry, with wB97M-V/def2-TZVPD.

Structure (ORCA input):
```
! wB97M-V def2-TZVPD RIJCOSX def2/J DEFGRID3
* xyz 0 1
I -0.069 -2.904 -2.121
P 0.400 1.428 -0.123
O 1.085 2.166 2.284
O -0.886 1.257 2.274
C -1.104 0.976 -1.119
C -2.393 1.211 -0.431
C 0.781 -1.232 0.367
C 0.118 1.643 1.723
C 1.548 -0.023 -0.256
C -3.362 1.189 0.264
C 1.077 -2.579 -0.331
H 1.834 -0.216 -1.300
H 0.905 -3.387 0.391
H -1.091 1.595 -2.032
H 2.405 0.233 0.384
H 2.147 -2.588 -0.590
H 1.133 -1.333 1.409
H -4.224 1.152 0.898
H 1.011 2.579 -0.679
H -1.007 -0.073 -1.445
H -0.309 -1.096 0.434
*
```

For the highest occupied orbital energy, the calculation gives -9.225 eV. The gap between HOMO and LUMO is 9.3 eV. The LUMO energy is 0.05 eV. For the molar mass, the calculation gives 284.033 g/mol. As for the total energy: -1062.15054 Ha.

Record 5
Computed, not measured: a gas-phase ion, C7H10N (charge +1) in a non-equilibrium geometry, with wB97M-V/def2-TZVPD.

Structure (ORCA input):
```
! wB97M-V def2-TZVPD RIJCOSX def2/J DEFGRID3
* xyz 1 3
N -0.786 0.212 -0.189
C 1.383 0.715 -0.622
C -3.164 -0.633 0.384
C -1.567 1.341 -0.390
C -2.072 -0.093 0.041
C 0.700 -1.676 -0.425
C 0.622 -0.292 0.233
C 0.569 -0.083 1.670
H 0.691 -1.562 -1.497
H 1.209 0.574 -1.759
H 2.431 0.705 -0.168
H 1.656 -2.181 -0.166
H 0.260 -0.861 2.366
H -0.157 -2.414 -0.293
H -1.609 1.444 -1.440
H 1.061 1.679 -0.225
H -1.806 2.136 0.346
H 0.579 0.988 2.135
*
```

For the highest occupied orbital energy (alpha / beta), the calculation gives -13.525 / -16.202 eV. The gap between HOMO and LUMO (alpha / beta) is 7.0 / 8.2 eV. The LUMO energy (alpha / beta) is -6.50 / -7.95 eV. For the molar mass, the calculation gives 108.164 g/mol. As for the total energy: -326.85261 Ha.

Record 6
Computed, not measured: 2 unconnected molecules or ions with the total composition C7H10N2 in a non-equilibrium geometry, with wB97M-V/def2-TZVPD.

Structure (ORCA input):
```
! wB97M-V def2-TZVPD RIJCOSX def2/J DEFGRID3
* xyz 0 1
N -1.000 1.668 1.792
N 0.699 -1.451 -1.511
C -0.596 0.920 0.997
C -0.802 0.179 -0.424
C 0.593 -0.336 -0.901
C -1.760 -0.998 -0.130
C 2.246 0.506 1.639
C -1.204 1.125 -1.422
C 1.142 -0.158 1.406
H 3.025 0.083 2.274
H -2.747 -0.614 0.123
H 2.448 1.485 1.213
H -1.384 -1.573 0.716
H 0.813 -1.128 1.749
H -1.718 2.039 -1.156
H -0.894 0.996 -2.450
H -1.821 -1.659 -0.991
H 1.621 -1.547 -1.936
H 1.337 0.463 -0.987
*
```

For the highest occupied orbital energy (alpha / beta), the calculation gives -8.822 / -8.639 eV. The gap between HOMO and LUMO (alpha / beta) is 7.7 / 8.2 eV. The LUMO energy (alpha / beta) is -1.12 / -0.47 eV. For the molar mass, the calculation gives 122.171 g/mol. As for the total energy: -381.99418 Ha.

Record 7
Computed, not measured: a single C7H10N2 molecule in a non-equilibrium geometry, with wB97M-V/def2-TZVPD.

Structure (ORCA input):
```
! wB97M-V def2-TZVPD RIJCOSX def2/J DEFGRID3
* xyz 0 1
N 2.297 -0.382 -0.850
N 1.479 -0.157 1.181
C 2.535 -0.439 0.490
C 0.406 -0.308 -2.343
C -1.185 0.393 2.165
C -0.848 0.253 0.707
C -1.926 0.484 -0.261
C 0.900 -0.311 -1.096
C 0.407 -0.074 0.346
H -1.723 0.855 -1.282
H 1.086 -0.538 -3.103
H -2.356 -0.404 -0.648
H 3.480 -0.440 0.997
H -2.711 1.062 0.211
H -0.629 -0.502 -2.643
H -1.513 1.377 2.466
H -0.405 0.195 2.873
H 2.764 -0.864 -1.530
H -2.057 -0.199 2.319
*
```

For the highest occupied orbital energy, the calculation gives -7.444 eV. The gap between HOMO and LUMO is 8.2 eV. The LUMO energy is 0.71 eV. For the molar mass, the calculation gives 122.171 g/mol. As for the total energy: -382.18170 Ha.

Record 8
Computed, not measured: a molecular structure, C7H10N2O in a non-equilibrium geometry, with wB97M-V/def2-TZVPD.

Structure (ORCA input):
```
! wB97M-V def2-TZVPD RIJCOSX def2/J DEFGRID3
* xyz 0 1
O 3.073 -0.008 1.378
N 4.274 1.304 -0.011
N -4.553 1.106 0.314
C 3.842 0.105 0.446
C -2.626 -0.881 0.025
C 4.583 -0.917 -0.230
C -4.874 -0.184 0.319
C -2.264 0.464 -0.003
C -3.946 -1.203 0.179
C -3.258 1.425 0.138
H 4.270 1.101 -1.273
H -2.968 2.489 0.029
H 3.605 2.281 -0.194
H -1.885 -1.666 -0.064
H -5.918 -0.413 0.425
H 4.545 -1.786 0.397
H -1.258 0.784 -0.198
H -4.285 -2.211 0.166
H 5.618 -0.782 -0.697
H 4.023 -1.009 -1.146
*
```

For the highest occupied orbital energy, the calculation gives -9.664 eV. The gap between HOMO and LUMO is 9.9 eV. The LUMO energy is 0.28 eV. For the molar mass, the calculation gives 138.170 g/mol. As for the total energy: -457.40181 Ha.

Record 9
Computed, not measured: a single C7H10N2O molecule in a non-equilibrium geometry, with wB97M-V/def2-TZVPD.

Structure (ORCA input):
```
! wB97M-V def2-TZVPD RIJCOSX def2/J DEFGRID3
* xyz 0 1
O 1.398 -4.189 0.381
N 0.725 -2.139 -0.429
N 0.456 -1.130 1.537
C 0.317 1.519 0.028
C 0.340 -0.888 0.140
C -1.076 -0.499 -0.242
C 0.958 -2.269 1.771
C -1.215 1.058 0.103
C 1.114 0.323 -0.449
C 1.031 -3.047 0.556
H 1.266 -2.358 2.771
H 1.134 0.355 -1.497
H 2.109 0.226 -0.153
H -1.674 1.612 -0.664
H -1.542 1.387 1.041
H 0.847 1.904 0.918
H -1.745 -1.257 0.224
H -1.042 -0.679 -1.285
H 0.251 2.260 -0.694
H 0.430 -2.568 -1.299
*
```

For the highest occupied orbital energy, the calculation gives -9.741 eV. The gap between HOMO and LUMO is 10.1 eV. The LUMO energy is 0.39 eV. For the molar mass, the calculation gives 138.170 g/mol. As for the total energy: -457.45074 Ha.

Record 10
Computed, not measured: a single C7H10N2O molecule in a non-equilibrium geometry, with wB97M-V/def2-TZVPD.

Structure (ORCA input):
```
! wB97M-V def2-TZVPD RIJCOSX def2/J DEFGRID3
* xyz 0 1
O -2.160 -2.026 -0.121
N -1.935 -1.150 -1.152
N -1.826 -3.335 1.591
C 1.149 1.939 0.411
C -0.980 0.516 -2.515
C -0.928 -0.300 -1.232
C 0.134 -0.076 -0.461
C -1.267 -2.487 0.741
C 1.002 0.431 0.462
C 1.693 -0.319 1.352
H 1.542 -1.382 1.402
H -1.268 -3.764 2.308
H -2.815 -3.565 1.556
H 1.852 2.201 -0.382
H 1.531 2.307 1.359
H 2.299 0.142 2.111
H 0.197 2.420 0.190
H -0.722 -0.115 -3.363
H -0.282 1.348 -2.464
H -1.995 0.884 -2.639
*
```

For the highest occupied orbital energy (alpha / beta), the calculation gives -7.248 / -7.372 eV. The gap between HOMO and LUMO (alpha / beta) is 6.7 / 6.8 eV. The LUMO energy (alpha / beta) is -0.57 / -0.58 eV. For the molar mass, the calculation gives 138.170 g/mol. As for the total energy: -457.21494 Ha.

Record 11
Computed, not measured: a single C7H10N2O molecule in a non-equilibrium geometry, with wB97M-V/def2-TZVPD.

Structure (ORCA input):
```
! wB97M-V def2-TZVPD RIJCOSX def2/J DEFGRID3
* xyz 0 1
O 0.709 -2.301 -0.136
N -1.159 1.980 0.064
N -1.146 0.579 -0.190
C 0.130 -0.010 -0.120
C 1.403 0.766 -0.258
C 2.867 0.793 -0.333
C -2.212 -0.259 -0.377
C -0.103 -1.399 -0.070
C 3.570 -0.044 0.609
C -1.626 -1.583 0.071
H -1.645 -1.869 1.097
H 3.398 0.243 1.661
H -3.133 0.058 0.102
H 3.296 -1.068 0.514
H 4.646 -0.161 0.518
H -2.544 -0.356 -1.481
H -1.885 -2.554 -0.581
H 1.116 1.787 -0.507
H -0.215 2.197 0.314
H -1.714 2.537 -0.523
*
```

For the highest occupied orbital energy (alpha / beta), the calculation gives -8.050 / -7.102 eV. The gap between HOMO and LUMO (alpha / beta) is 7.3 / 6.5 eV. The LUMO energy (alpha / beta) is -0.71 / -0.58 eV. For the molar mass, the calculation gives 138.170 g/mol. As for the total energy: -457.23774 Ha.

Record 12
Computed, not measured: 2 unconnected molecules or ions with the total composition C7H10N2O in a non-equilibrium geometry, with wB97M-V/def2-TZVPD.

Structure (ORCA input):
```
! wB97M-V def2-TZVPD RIJCOSX def2/J DEFGRID3
* xyz 0 1
O -4.220 1.287 0.160
N -3.053 1.194 1.860
N 1.282 -0.517 -1.187
C -2.012 0.638 -0.219
C 0.610 -1.776 -0.982
C -2.983 1.389 0.552
C 3.035 -0.044 0.448
C -0.116 -0.617 -1.594
C -1.152 0.047 -0.837
C 1.622 0.271 -0.009
H 3.122 -1.097 0.750
H 0.912 0.092 0.820
H 1.534 1.332 -0.284
H 0.335 -2.044 0.044
H 3.759 0.148 -0.356
H -0.279 -0.613 -2.674
H 3.301 0.581 1.311
H -4.455 1.120 1.502
H 0.908 -2.606 -1.625
H -2.149 1.215 2.321
*
```

For the highest occupied orbital energy, the calculation gives -9.220 eV. The gap between HOMO and LUMO is 9.2 eV. The LUMO energy is -0.05 eV. For the molar mass, the calculation gives 138.170 g/mol. As for the total energy: -457.27458 Ha.